C4H7NO3 | ωB97M-V/def2-TZVPD

Geometry as ORCA input:
```
! wB97M-V def2-TZVPD RIJCOSX def2/J DEFGRID3
* xyz 0 1
O 1.53 1.23 1.85
N 0.17 0.97 1.90
C -0.13 0.40 0.83
O -1.40 -0.03 0.67
C -1.49 -0.77 -0.64
C -0.02 -1.13 -0.86
C 0.74 -0.02 -0.25
O 0.49 1.06 -1.28
H 1.68 1.78 2.71
H -2.08 -0.23 -1.41
H -2.14 -1.64 -0.32
H 0.10 -1.25 -1.94
H 0.26 -2.02 -0.32
H 1.77 -0.33 -0.16
H 0.54 1.97 -0.79
*
```

- Orbital gap: 9.7 eV
- Maximum force: 0.077 hartree/bohr
- Total energy: -436.98830 hartree
- E_HOMO: -8.97 eV
- Structure (SMILES): O/N=C1/OCC[C@H]1O

C4H7NO3 | ωB97M-V/def2-TZVPD

Geometry as ORCA input:
```
! wB97M-V def2-TZVPD RIJCOSX def2/J DEFGRID3
* xyz 0 1
O 0.02 0.33 -2.59
C -0.03 -0.72 -2.01
N -0.02 -0.82 -0.61
C -0.14 0.44 0.15
C -1.63 0.57 0.52
O -2.26 -0.31 1.04
C 0.84 0.34 1.32
O 2.15 0.34 0.83
H -0.03 -1.70 -2.51
H -0.52 -1.54 -0.11
H 0.06 1.36 -0.40
H -2.08 1.54 0.25
H 0.56 -0.57 1.85
H 0.78 1.16 2.04
H 2.28 -0.42 0.22
*
```

- Orbital gap: 10.5 eV
- Maximum force: 0.037 hartree/bohr
- Total energy: -437.07071 hartree
- E_HOMO: -9.93 eV
- Structure (SMILES): O=CN[C@@H](C=O)CO

C4H7NO3 | ωB97M-V/def2-TZVPD

Geometry as ORCA input:
```
! wB97M-V def2-TZVPD RIJCOSX def2/J DEFGRID3
* xyz 0 1
C -1.16 -1.58 -0.52
C 0.20 -1.16 -0.12
O 0.59 -1.24 1.08
H 0.93 -0.97 -0.91
H -1.57 -0.86 -1.22
H -1.11 -2.55 -1.02
H -1.84 -1.63 0.34
C 1.37 1.45 0.32
C -0.29 1.23 0.39
O 1.98 0.81 1.24
N -1.05 1.76 -0.45
O 1.77 2.07 -0.63
H 1.38 -0.28 1.43
H -0.54 2.03 -1.30
H -0.68 0.93 1.37
*
```

- Orbital gap: 8.4 eV
- Maximum force: 0.066 hartree/bohr
- Total energy: -437.01986 hartree
- E_HOMO: -9.46 eV

C4H7NO3 | ωB97M-V/def2-TZVPD

Geometry as ORCA input:
```
! wB97M-V def2-TZVPD RIJCOSX def2/J DEFGRID3
* xyz 0 1
C 1.07 -1.30 0.23
N 0.08 -0.35 -0.27
O 0.44 0.14 -1.56
C -1.39 -0.60 -0.05
O -1.84 -1.48 0.64
O -2.10 0.03 -1.01
H 0.99 -2.24 -0.32
H 0.85 -1.50 1.28
H 2.08 -0.88 0.12
H 0.26 -0.62 -2.15
H -1.48 0.66 -1.41
C 0.02 1.45 1.14
C 0.78 2.39 1.03
H -0.94 0.94 1.46
H 1.19 3.37 0.89
*
```

- Orbital gap: 9.4 eV
- Maximum force: 0.081 hartree/bohr
- Total energy: -436.92098 hartree
- E_HOMO: -8.90 eV
- Structure (SMILES): CN(O)C(=O)O.C#C

C4H7NO3 | ωB97M-V/def2-TZVPD

Geometry as ORCA input:
```
! wB97M-V def2-TZVPD RIJCOSX def2/J DEFGRID3
* xyz 0 1
H -0.53 -0.77 -2.10
N 0.40 -0.45 -1.80
C 0.34 0.41 -0.85
C 1.59 0.95 -0.22
C -1.04 1.11 -0.42
O -1.06 1.97 0.43
H 1.41 1.62 0.62
H 2.16 1.50 -0.97
H 2.19 0.12 0.14
H -1.82 0.94 -1.18
O -1.03 -2.54 0.51
C -1.04 -1.43 1.01
O -0.20 -1.03 1.97
H -1.80 -0.62 0.76
H 0.42 -1.77 2.10
*
```

- Orbital gap: 9.5 eV
- Maximum force: 0.060 hartree/bohr
- Total energy: -437.05338 hartree
- E_HOMO: -9.91 eV
- Structure (SMILES): [H]/N=C(/C)C=O.O=CO

C4H7NO3 | ωB97M-V/def2-TZVPD

Geometry as ORCA input:
```
! wB97M-V def2-TZVPD RIJCOSX def2/J DEFGRID3
* xyz 1 2
O -0.83 -1.97 -2.08
C -0.68 -1.01 -1.29
N 0.42 -0.22 -1.43
C 0.90 0.79 -0.41
O 2.20 0.87 -0.50
C -1.55 -0.71 -0.20
C -1.16 0.37 0.69
O 0.31 0.33 0.92
H 1.18 -0.82 -1.82
H 0.34 1.73 -0.61
H 2.16 -0.22 2.34
H -2.35 -1.39 0.07
H -1.31 1.36 0.25
H -1.82 0.37 1.59
H 2.21 0.51 2.48
*
```

- Expectation value of S²: 0.793
- Orbital gap (spin up / spin down): 6.7 / 6.6 eV
- Maximum force: 0.077 hartree/bohr
- Total energy: -436.55295 hartree
- E_HOMO (spin up / spin down): -15.98 / -15.87 eV

C4H7NO4 | ωB97M-V/def2-TZVPD

Geometry as ORCA input:
```
! wB97M-V def2-TZVPD RIJCOSX def2/J DEFGRID3
* xyz 0 1
N -0.19 -0.66 1.52
C -0.53 0.48 0.70
C 0.74 0.91 -0.07
C 1.17 -0.28 -0.85
O 0.54 -1.30 -1.12
O 2.51 -0.37 -0.89
C -1.79 0.41 -0.01
O -2.69 1.16 0.34
O -1.82 -0.26 -1.20
H -0.99 -0.95 2.10
H 0.15 -1.48 0.83
H -0.84 1.37 1.33
H 0.69 1.73 -0.81
H 1.37 1.27 0.82
H 2.62 -1.22 -1.52
H -0.94 -0.79 -1.17
*
```

- Orbital gap: 9.9 eV
- Maximum force: 0.078 hartree/bohr
- Total energy: -512.32212 hartree
- E_HOMO: -9.68 eV
- Structure (SMILES): N[C@@H](CC(=O)O)C(=O)O

C4H7NO4 | ωB97M-V/def2-TZVPD

Geometry as ORCA input:
```
! wB97M-V def2-TZVPD RIJCOSX def2/J DEFGRID3
* xyz 0 1
N 0.25 1.66 0.02
C 0.40 0.23 0.37
C -0.50 -0.69 -0.42
C -2.02 -0.47 -0.22
O -2.76 -1.33 0.08
O -2.38 0.85 -0.04
C 1.78 -0.28 0.08
O 2.60 0.39 -0.39
O 2.10 -1.60 0.07
H 1.19 1.98 -0.19
H -0.09 2.14 0.79
H 0.35 0.13 1.48
H -0.34 -0.44 -1.49
H -0.37 -1.76 -0.06
H -1.63 1.38 -0.51
H 1.40 -2.19 0.44
*
```

- Orbital gap: 10.8 eV
- Maximum force: 0.095 hartree/bohr
- Total energy: -512.33812 hartree
- E_HOMO: -10.51 eV
- Structure (SMILES): N[C@@H](CC(=O)O)C(=O)O

C4H7NO4 | ωB97M-V/def2-TZVPD

Geometry as ORCA input:
```
! wB97M-V def2-TZVPD RIJCOSX def2/J DEFGRID3
* xyz 0 1
C 0.10 0.25 0.72
C 1.35 -0.11 -0.18
C -0.88 1.02 -0.07
C -1.33 -0.07 -1.19
H 0.76 0.07 2.70
H 1.86 1.37 1.59
H -0.32 -0.89 0.85
H -0.84 2.05 -0.41
H -1.66 0.90 0.90
H -1.82 -2.04 -1.08
H 1.75 -1.45 -1.47
N 0.65 0.94 1.82
O 2.48 0.33 -0.27
O -1.11 -0.15 -2.40
O -1.79 -1.06 -0.44
O 0.79 -1.14 -1.08
*
```

- Orbital gap: 9.9 eV
- Maximum force: 0.136 hartree/bohr
- Total energy: -512.18070 hartree
- E_HOMO: -9.69 eV

C4H7NOP | ωB97M-V/def2-TZVPD

Geometry as ORCA input:
```
! wB97M-V def2-TZVPD RIJCOSX def2/J DEFGRID3
* xyz -1 1
C 0.39 1.77 2.01
C 0.39 0.99 1.12
C 0.42 0.14 -0.10
C 0.93 0.98 -1.27
N 0.88 -1.13 0.00
P -0.89 -2.15 0.03
O -1.66 -3.55 0.00
H 0.23 2.44 2.88
H -0.67 0.24 -0.31
H 0.60 2.07 -0.97
H 2.03 0.82 -1.48
H 0.45 0.65 -2.22
H -1.34 -1.78 1.26
H -1.78 -1.49 -0.96
*
```

- Orbital gap: 7.3 eV
- Maximum force: 0.109 hartree/bohr
- Total energy: -627.81914 hartree
- E_HOMO: -3.35 eV
- Structure (SMILES): C#C[C@@H](C)N=[PH2][O-]

C4H7NOS | ωB97M-V/def2-TZVPD

Geometry as ORCA input:
```
! wB97M-V def2-TZVPD RIJCOSX def2/J DEFGRID3
* xyz 0 1
C -2.22 0.23 0.35
N -0.74 0.38 0.06
C -0.08 -0.73 -0.22
C 1.29 -0.90 -0.25
C 2.26 0.20 -0.16
O 1.80 1.42 -0.35
S 3.83 -0.04 0.33
H -2.80 -0.31 -0.48
H -2.61 1.21 0.43
H -2.42 -0.32 1.26
H -0.30 0.91 0.75
H -0.63 -1.62 -0.38
H 1.71 -1.84 -0.54
H 0.91 1.42 -0.80
*
```

- Orbital gap: 8.3 eV
- Maximum force: 0.088 hartree/bohr
- Total energy: -684.75089 hartree
- E_HOMO: -8.11 eV
- Structure (SMILES): CN/C=C\C(O)=S

C4H7NOS | ωB97M-V/def2-TZVPD

Geometry as ORCA input:
```
! wB97M-V def2-TZVPD RIJCOSX def2/J DEFGRID3
* xyz 0 1
C 1.59 0.73 0.98
C 1.66 0.45 -0.27
N 1.63 0.10 -1.48
H 1.93 1.59 1.60
H 1.43 0.02 1.70
H 0.98 0.53 -2.06
C -1.44 -1.60 -0.34
S -1.40 -0.44 1.11
C -0.74 1.01 0.26
O -0.69 1.20 -0.92
H -1.91 -2.45 0.00
H -0.41 -1.83 -0.56
H -2.07 -1.11 -1.08
H -0.57 1.81 1.06
*
```

- Orbital gap: 9.7 eV
- Maximum force: 0.100 hartree/bohr
- Total energy: -684.69087 hartree
- E_HOMO: -8.97 eV
- Structure (SMILES): C=C=N.CSC=O